Record 1
# C54H54N2O4PRuS

C54H54N2O4PRuS as an isolated structure at a distorted geometry (ωB97M-V/def2-TZVPD, OMol25).

Summary:
E_tot, hartree: -3334.8693
Orbital gap (spin up / spin down), eV: 8.07 / 6.25
Spin multiplicity: 6
Relative energy (zero: lowest compared OMol25 entry of this formula, charge and spin), kJ/mol: 80.88

CARTESIAN COORDINATES (ANGSTROEM)
Ru (0.0008, 0.8999, 0.2082)
C (4.0661, -2.9336, -3.2540)
C (3.2241, -3.3049, -2.0651)
C (3.3230, -4.8324, -1.8538)
O (3.5965, -2.5985, -0.8990)
C (2.4891, -1.8940, -0.3755)
C (1.5687, -1.7881, -1.5883)
O (1.8746, -2.9937, -2.2686)
C (-0.0263, -1.6762, -1.4295)
O (-0.3088, -0.3272, -1.3347)
C (-0.5919, -2.4046, -0.2319)
C (-1.6220, -1.8313, 0.4815)
C (-2.2634, -2.5345, 1.4706)
C (-1.9320, -3.8975, 1.7098)
C (-0.8703, -4.4416, 1.0236)
C (-0.2277, -3.6898, 0.0985)
C (-0.4828, -2.2421, -2.8214)
C (-0.4092, -1.3920, -3.9289)
C (-0.6117, -1.8503, -5.2285)
C (-0.8892, -3.1867, -5.4082)
C (-0.9082, -4.0275, -4.3177)
C (-0.7050, -3.5755, -3.0447)
C (2.8208, -0.5578, 0.3300)
O (1.6306, -0.0589, 0.8147)
C (3.7968, -0.6492, 1.5241)
C (4.3393, -1.7732, 2.0935)
C (5.1530, -1.6627, 3.2071)
C (5.4437, -0.4197, 3.7846)
C (4.8702, 0.7085, 3.2172)
C (4.1207, 0.6033, 2.0666)
C (3.4907, 0.4090, -0.6528)
C (2.9987, 1.6771, -0.9784)
C (3.5710, 2.4625, -1.9435)
C (4.6923, 1.9778, -2.6426)
C (5.2624, 0.7860, -2.2274)
C (4.6867, 0.0081, -1.2276)
H (5.0585, -3.3196, -3.1375)
H (4.1732, -1.8403, -3.4092)
H (3.5956, -3.3413, -4.1094)
H (4.3495, -5.1418, -1.9946)
H (2.6795, -5.3865, -2.5369)
H (2.9817, -5.0703, -0.8649)
H (1.9901, -2.5026, 0.3835)
H (1.8395, -0.9592, -2.2502)
H (-2.0364, -0.8006, 0.2305)
H (-3.0484, -2.1014, 2.0573)
H (-2.4647, -4.5159, 2.4190)
H (-0.5771, -5.4477, 1.2626)
H (0.6070, -4.1334, -0.4109)
H (-0.2119, -0.3380, -3.8233)
H (-0.6300, -1.1615, -6.0589)
H (-1.1101, -3.5650, -6.4317)
H (-1.0797, -5.0750, -4.5751)
H (-0.7244, -4.2740, -2.2038)
H (4.2208, -2.7659, 1.6938)
H (5.5744, -2.5956, 3.6608)
H (6.1057, -0.2723, 4.6433)
H (5.0868, 1.6905, 3.6666)
H (3.7905, 1.5013, 1.6014)
H (2.1445, 2.0569, -0.3807)
H (3.1135, 3.4124, -2.1092)
H (5.0773, 2.4753, -3.5262)
H (6.1575, 0.4577, -2.6526)
H (5.0864, -0.9487, -1.0477)
C (-0.1261, -0.3381, 6.1656)
C (1.0016, -0.4821, 5.3688)
C (1.2449, 0.3786, 4.2932)
C (0.3784, 1.4220, 4.0457)
C (-0.7264, 1.5779, 4.8527)
C (-0.9623, 0.7192, 5.9227)
P (0.7311, 2.5807, 2.6540)
C (1.4874, 4.0127, 3.4876)
C (1.5336, 5.2551, 2.8815)
C (2.2605, 6.3077, 3.4394)
C (2.9619, 6.1193, 4.6180)
C (2.9479, 4.8735, 5.2107)
C (2.2513, 3.8200, 4.6336)
C (-0.8721, 3.1281, 2.1542)
C (-1.6018, 4.2154, 2.6552)
C (-2.8268, 4.5495, 2.1436)
C (-3.3056, 3.8187, 1.0718)
C (-2.6108, 2.7429, 0.5592)
C (-1.3111, 2.4091, 1.0116)
H (-0.3462, -1.0584, 6.9336)
H (1.6372, -1.3617, 5.4666)
H (2.1233, 0.2241, 3.6719)
H (-1.4400, 2.3580, 4.7239)
H (-1.8682, 0.8332, 6.5086)
H (0.9485, 5.3578, 1.9733)
H (2.2830, 7.2629, 2.9861)
H (3.5131, 6.9834, 5.0032)
H (3.4266, 4.6625, 6.1715)
H (2.1982, 2.8773, 5.1280)
H (-1.2255, 4.8366, 3.4879)
H (-3.4102, 5.3347, 2.5993)
H (-4.3155, 4.0405, 0.7510)
H (-3.0377, 2.2459, -0.3101)
C (-8.0578, -1.5225, -3.4123)
C (-7.5896, -1.1459, -1.9965)
N (-6.1595, -1.0099, -1.9221)
C (-5.4170, -0.0045, -2.4051)
S (-3.7552, -0.0869, -2.5027)
N (-6.1467, 1.0740, -2.7346)
C (-5.6743, 2.2293, -3.4416)
C (-5.6980, 2.0804, -4.9645)
H (-9.1318, -1.6263, -3.4280)
H (-7.6752, -2.5048, -3.6526)
H (-7.7441, -0.8604, -4.2166)
H (-7.8971, -1.9744, -1.3418)
H (-8.1264, -0.2937, -1.5984)
H (-5.5793, -1.8339, -1.7992)
H (-7.1456, 0.9988, -2.8071)
H (-4.6573, 2.4384, -3.0620)
H (-6.3277, 3.1133, -3.2114)
H (-5.2093, 1.1608, -5.2969)
H (-5.1820, 2.9010, -5.4640)
H (-6.6889, 2.1339, -5.4107)

---

Record 2
# C54H56CdN7S2

C54H56CdN7S2 as an isolated structure (ωB97M-V/def2-TZVPD, OMol25).

Summary:
E_tot, hartree: -3438.7758
Orbital gap, eV: 6.25
Relative energy (zero: lowest compared OMol25 entry of this formula, charge and spin), kJ/mol: 9.92
Net charge: -1

CARTESIAN COORDINATES (ANGSTROEM)
Cd (-0.0503, 0.5384, 0.4039)
C (1.7178, 2.0178, -3.0542)
C (2.5368, 0.7781, -2.7025)
C (1.6549, -0.4723, -2.6881)
C (3.4149, 0.8176, -1.4553)
C (4.7310, 0.4041, -1.6376)
C (5.6263, 0.3361, -0.5846)
C (5.1728, 0.6018, 0.6915)
C (3.8578, 0.9947, 0.9393)
C (3.4996, 1.1800, 2.4091)
C (3.8254, 2.5979, 2.8888)
C (2.0893, 0.7557, 2.8179)
C (3.0023, 1.1875, -0.1590)
N (1.7134, 1.7751, 0.0412)
C (1.5979, 3.0774, 0.0108)
C (0.3368, 3.9146, 0.2426)
N (-1.4281, 2.1466, 0.0565)
C (-2.7557, 1.7359, -0.2400)
C (-3.1229, 1.3149, -1.5529)
C (-4.4558, 1.0650, -1.8586)
C (-5.4398, 1.1425, -0.8921)
C (-5.0609, 1.3872, 0.4145)
C (-3.7412, 1.6661, 0.7792)
C (-3.5344, 1.7636, 2.3026)
C (-2.3575, 0.9737, 2.8694)
C (-3.5154, 3.1581, 2.9381)
C (-2.1124, 0.9492, -2.6359)
C (-2.2725, 1.6861, -3.9693)
C (-2.2025, -0.5557, -2.9372)
C (0.7436, 5.2864, -0.2847)
C (0.0588, 6.4616, -0.4406)
C (0.7563, 7.6177, -0.8679)
C (2.1012, 7.6164, -1.1301)
C (2.8331, 6.4154, -0.9739)
C (4.2238, 6.2472, -1.1825)
C (4.8074, 5.0287, -0.9609)
C (4.0664, 3.8970, -0.5370)
C (2.7116, 4.0247, -0.3466)
C (2.1207, 5.2843, -0.5639)
H (1.2765, 1.8841, -4.0459)
H (2.3266, 2.9216, -3.0675)
H (0.9060, 2.1598, -2.3465)
H (3.2437, 0.6476, -3.5270)
H (0.8399, -0.3888, -1.9636)
H (2.2308, -1.3646, -2.4352)
H (1.1916, -0.6224, -3.6662)
H (5.0584, 0.1365, -2.6360)
H (6.6536, 0.0378, -0.7549)
H (5.8443, 0.4952, 1.5377)
H (4.1824, 0.4977, 2.9282)
H (3.1361, 3.3240, 2.4546)
H (4.8490, 2.8713, 2.6199)
H (3.7258, 2.6573, 3.9760)
H (1.3394, 1.4681, 2.4674)
H (2.0185, 0.7508, 3.9082)
H (1.8601, -0.2598, 2.4716)
H (-4.7263, 0.7804, -2.8705)
H (-6.4802, 0.9683, -1.1419)
H (-5.8175, 1.3672, 1.1926)
H (-4.4352, 1.2816, 2.6929)
H (-1.4115, 1.4180, 2.5518)
H (-2.3834, -0.0759, 2.5873)
H (-2.3832, 1.0287, 3.9615)
H (-2.5274, 3.6070, 2.8641)
H (-3.7475, 3.0535, 4.0021)
H (-4.2474, 3.8311, 2.4887)
H (-1.1180, 1.1666, -2.2458)
H (-3.3049, 1.6328, -4.3235)
H (-1.6419, 1.2113, -4.7263)
H (-1.9942, 2.7368, -3.9264)
H (-3.1573, -0.7909, -3.4152)
H (-2.1245, -1.1510, -2.0320)
H (-1.4058, -0.8575, -3.6212)
H (-1.0010, 6.5224, -0.2485)
H (0.1961, 8.5386, -0.9856)
H (2.6062, 8.5201, -1.4517)
H (4.8232, 7.0905, -1.5076)
H (5.8739, 4.9122, -1.1120)
H (4.6062, 2.9784, -0.3721)
S (-1.4232, -1.4959, 0.6926)
C (-0.8186, -2.8953, -0.1538)
N (-1.6087, -3.7289, -0.7505)
N (-2.9040, -3.4324, -0.7730)
C (-3.8144, -4.2662, -1.4071)
C (-3.4274, -5.4690, -1.9984)
C (-4.3812, -6.2622, -2.6168)
C (-5.7157, -5.8808, -2.6599)
C (-6.0919, -4.6800, -2.0709)
C (-5.1538, -3.8746, -1.4492)
N (0.5101, -3.3476, -0.2537)
N (1.3798, -2.6587, 0.2719)
C (2.6796, -3.2713, 0.1751)
C (3.7531, -2.5128, 0.6053)
C (5.0373, -3.0410, 0.5711)
C (5.2463, -4.3300, 0.1084)
C (4.1630, -5.0932, -0.3182)
C (2.8814, -4.5737, -0.2834)
H (-3.2166, -2.5672, -0.3456)
H (-2.3878, -5.7605, -1.9628)
H (-4.0730, -7.1951, -3.0740)
H (-6.4519, -6.5093, -3.1441)
H (-7.1272, -4.3631, -2.0979)
H (-5.4487, -2.9352, -0.9944)
H (3.5758, -1.5063, 0.9562)
H (5.8703, -2.4372, 0.9076)
H (6.2471, -4.7436, 0.0809)
H (4.3195, -6.1039, -0.6753)
H (2.0311, -5.1589, -0.6012)
S (0.6071, 3.9398, 2.0656)
C (-1.1323, 3.5402, -0.2061)
N (-1.2834, 3.9193, -1.6290)
C (-2.3796, 4.5280, -2.1599)
C (-3.3372, 5.0948, -1.4004)
C (-3.1286, 5.0654, 0.0274)
C (-2.0795, 4.4337, 0.5652)
H (-0.6572, 3.4656, -2.2705)
H (-2.4212, 4.5591, -3.2414)
H (-4.1924, 5.5732, -1.8541)
H (-3.8023, 5.6193, 0.6748)
H (-1.8593, 4.5062, 1.6159)

---

Record 3
# C54H56N3O2P2RhSe

C54H56N3O2P2RhSe as an isolated structure at a distorted geometry (ωB97M-V/def2-TZVPD, OMol25).

Summary:
E_tot, hartree: -5600.3978
Orbital gap (spin up / spin down), eV: 5.42 / 5.42
Relative energy (zero: lowest compared OMol25 entry of this formula, charge and spin), kJ/mol: 75.11
Net charge: +2

CARTESIAN COORDINATES (ANGSTROEM)
Rh (-0.0282, 0.4179, -0.0516)
C (0.0506, 3.7857, 0.4115)
N (-1.2857, 3.8239, 0.9389)
C (-2.2006, 2.7463, 0.7197)
P (-1.6262, 1.1413, 1.3816)
C (-1.2175, 1.4043, 3.0957)
C (-2.0342, 2.2390, 3.8634)
C (-1.7713, 2.4083, 5.2127)
C (-0.7049, 1.7407, 5.8028)
C (0.1107, 0.9108, 5.0447)
C (-0.1408, 0.7441, 3.6882)
C (-3.0912, 0.1164, 1.2520)
C (-3.6395, -0.4757, 2.3906)
C (-4.7984, -1.2323, 2.2815)
C (-5.4044, -1.4020, 1.0445)
C (-4.8541, -0.8230, -0.0929)
C (-3.6927, -0.0720, 0.0024)
C (-1.5969, 4.8439, 1.9040)
C (-2.8123, 5.5046, 1.8232)
C (-3.1357, 6.4849, 2.7529)
C (-2.2392, 6.8167, 3.7589)
C (-1.0193, 6.1606, 3.8299)
C (-0.6971, 5.1725, 2.9054)
P (0.4645, 2.4931, -0.7844)
C (2.1912, 2.8826, -1.0834)
C (2.4638, 3.9088, -1.9930)
C (3.7719, 4.3260, -2.1860)
C (4.8076, 3.7215, -1.4857)
C (4.5401, 2.6957, -0.5898)
C (3.2332, 2.2742, -0.3884)
C (-0.4321, 2.7704, -2.2948)
C (-1.4621, 3.7126, -2.3378)
C (-2.1752, 3.8954, -3.5139)
C (-1.8643, 3.1433, -4.6390)
C (-0.8307, 2.2121, -4.6024)
C (-0.1164, 2.0156, -3.4325)
H (0.8105, 3.6151, 1.1858)
H (0.3219, 4.7300, -0.0762)
H (-2.4108, 2.5591, -0.3388)
H (-3.1556, 2.9589, 1.1975)
H (-2.8728, 2.7614, 3.4176)
H (-2.4014, 3.0609, 5.8036)
H (-0.5106, 1.8708, 6.8601)
H (0.9400, 0.3928, 5.5094)
H (0.4997, 0.1065, 3.0969)
H (-3.1728, -0.3407, 3.3591)
H (-5.2283, -1.6854, 3.1654)
H (-6.3108, -1.9890, 0.9663)
H (-5.3318, -0.9572, -1.0550)
H (-3.2590, 0.3526, -0.8915)
H (-3.5022, 5.2688, 1.0195)
H (-4.0825, 7.0036, 2.6748)
H (-2.4882, 7.5853, 4.4787)
H (-0.3157, 6.4056, 4.6156)
H (0.2470, 4.6464, 2.9931)
H (1.6626, 4.3800, -2.5505)
H (3.9815, 5.1232, -2.8872)
H (5.8266, 4.0533, -1.6398)
H (5.3487, 2.2228, -0.0467)
H (3.0337, 1.4794, 0.3052)
H (-1.6860, 4.3237, -1.4703)
H (-2.9722, 4.6264, -3.5507)
H (-2.4259, 3.2891, -5.5537)
H (-0.5809, 1.6426, -5.4882)
H (0.6834, 1.2878, -3.4038)
C (5.5356, -1.9688, 1.3502)
C (5.0719, -3.2604, 0.6768)
C (4.8615, -3.1191, -0.8273)
C (3.7480, -2.1565, -1.2167)
N (2.4267, -2.6594, -0.7884)
C (1.6213, -2.1493, 0.1475)
Se (1.9411, -0.5562, 1.1143)
N (0.5085, -2.8957, 0.2224)
C (-0.6091, -2.7370, 1.1839)
C (-0.2186, -3.0971, 2.6074)
C (0.3842, -4.4898, 2.7788)
C (-0.6178, -5.6218, 2.5709)
C (0.5770, -3.8942, -0.7446)
C (-0.3389, -4.8759, -1.1349)
C (0.0377, -5.6797, -2.1841)
C (1.2854, -5.5264, -2.8302)
C (2.1873, -4.5679, -2.4377)
C (1.7984, -3.7489, -1.3754)
H (5.9142, -2.1656, 2.3534)
H (4.7337, -1.2340, 1.4493)
H (6.3449, -1.4999, 0.7821)
H (4.1521, -3.6275, 1.1472)
H (5.8210, -4.0364, 0.8384)
H (4.6566, -4.0989, -1.2638)
H (5.7813, -2.7542, -1.2937)
H (3.6951, -2.0146, -2.2968)
H (3.8823, -1.1773, -0.7645)
H (-1.4145, -3.3692, 0.8164)
H (-0.9665, -1.7123, 1.1225)
H (-1.1271, -3.0141, 3.2122)
H (0.4794, -2.3425, 2.9761)
H (0.7940, -4.5563, 3.7873)
H (1.2356, -4.6117, 2.0994)
H (-1.4834, -5.5029, 3.2275)
H (-0.1704, -6.5905, 2.7926)
H (-0.9839, -5.6705, 1.5431)
H (-1.2987, -4.9970, -0.6536)
H (-0.6382, -6.4525, -2.5254)
H (1.5316, -6.1752, -3.6601)
H (3.1398, -4.4499, -2.9358)
O (0.7707, -0.4677, -1.8908)
C (-0.3810, -0.9380, -2.1518)
O (-1.3006, -0.7778, -1.2697)
C (-0.6668, -1.6306, -3.4153)
C (0.3707, -1.8931, -4.3065)
C (0.0997, -2.5288, -5.5074)
C (-1.2057, -2.9034, -5.8104)
C (-2.2417, -2.6423, -4.9211)
C (-1.9738, -2.0035, -3.7210)
H (1.3803, -1.5901, -4.0534)
H (0.8987, -2.7294, -6.2097)
H (-1.4178, -3.3977, -6.7499)
H (-3.2543, -2.9340, -5.1679)
H (-2.7678, -1.7888, -3.0169)

---

Record 4
# C54H58F3Ge2NO2RbS4

C54H58F3Ge2NO2RbS4 as an isolated structure at a distorted geometry (ωB97M-V/def2-TZVPD, OMol25).

Summary:
E_tot, hartree: -8368.4619
Orbital gap, eV: 6.64
Relative energy (zero: lowest compared OMol25 entry of this formula, charge and spin), kJ/mol: 0.00
Net charge: -1

CARTESIAN COORDINATES (ANGSTROEM)
Rb (-9.7621, 7.4672, 22.4705)
C (-6.1734, 11.0824, 24.6723)
C (-5.8002, 10.4908, 23.3151)
C (-4.6459, 9.7244, 23.1752)
C (-4.3480, 9.0722, 21.9648)
C (-3.1620, 8.1717, 21.8894)
C (-5.1809, 9.2491, 20.8579)
C (-6.2871, 10.1031, 20.9664)
C (-7.1412, 10.4964, 19.7863)
C (-6.5976, 10.6822, 22.1928)
C (-4.7985, 8.6260, 19.5398)
C (-3.8638, 9.3367, 18.7721)
C (-3.4200, 8.8357, 17.5662)
C (-3.8871, 7.6109, 17.1135)
C (-4.8023, 6.8652, 17.8779)
C (-5.2690, 7.3472, 19.1218)
Ge (-6.7445, 6.4875, 20.1022)
S (-8.5882, 7.3401, 19.4721)
S (-6.2842, 6.5109, 22.3729)
Ge (-7.1345, 4.3710, 22.2653)
S (-9.1676, 4.2917, 22.9199)
S (-6.6624, 4.2079, 20.0249)
C (-6.0403, 3.0206, 23.2524)
C (-5.4098, 3.3027, 24.4736)
C (-4.7507, 2.2890, 25.1873)
C (-4.7543, 0.9846, 24.7532)
C (-5.3858, 0.6914, 23.5600)
C (-6.0223, 1.6809, 22.7904)
C (-6.6707, 1.1955, 21.5420)
C (-7.9735, 0.6936, 21.5820)
C (-8.7355, 0.6037, 22.8832)
C (-8.5535, 0.1835, 20.4152)
C (-7.8257, 0.1062, 19.2208)
C (-8.4684, -0.3641, 17.9712)
C (-6.5125, 0.5317, 19.2422)
C (-5.9195, 1.0646, 20.3792)
C (-4.4695, 1.4643, 20.3693)
C (-5.4739, 4.6540, 25.1275)
C (-4.4364, 5.5820, 24.9536)
C (-3.3093, 5.2775, 24.0167)
C (-4.4959, 6.8003, 25.6423)
C (-5.5177, 7.1033, 26.5251)
C (-5.5988, 8.4161, 27.2706)
C (-6.5170, 6.1338, 26.7166)
C (-6.5107, 4.9275, 26.0228)
C (-7.5759, 3.9045, 26.2428)
C (-5.2637, 5.5589, 17.2755)
C (-4.5486, 4.3840, 17.5448)
C (-3.3916, 4.3734, 18.5234)
C (-4.9439, 3.1938, 16.9499)
C (-6.0614, 3.1173, 16.1279)
C (-6.5351, 1.7976, 15.5932)
C (-6.7421, 4.2969, 15.8634)
C (-6.3851, 5.5095, 16.4456)
C (-7.1765, 6.7599, 16.1259)
H (-5.3304, 11.0105, 25.3529)
H (-7.0107, 10.5306, 25.1306)
H (-6.4114, 12.1618, 24.5818)
H (-4.0179, 9.5919, 24.0425)
H (-2.6402, 8.1351, 22.8381)
H (-2.4602, 8.5196, 21.1382)
H (-3.4599, 7.1573, 21.6349)
H (-7.0023, 9.8355, 18.9290)
H (-6.9369, 11.5418, 19.5198)
H (-8.1927, 10.4000, 20.0556)
H (-7.4868, 11.3076, 22.3139)
H (-3.5266, 10.3056, 19.1345)
H (-2.7329, 9.3812, 16.9540)
H (-3.5487, 7.2071, 16.1459)
H (-4.2836, 2.5287, 26.1136)
H (-4.2808, 0.2083, 25.3324)
H (-5.3974, -0.3263, 23.1893)
H (-8.2750, -0.1182, 23.5577)
H (-9.7498, 0.2547, 22.6903)
H (-8.7499, 1.5889, 23.3677)
H (-9.5826, -0.1461, 20.4592)
H (-9.4027, -0.9130, 18.1369)
H (-7.7801, -0.9942, 17.4191)
H (-8.7302, 0.4695, 17.3318)
H (-5.9165, 0.4332, 18.3559)
H (-4.0423, 1.2346, 19.3820)
H (-3.9461, 0.9009, 21.1491)
H (-4.3565, 2.5190, 20.5391)
H (-2.7465, 4.3953, 24.3662)
H (-2.6327, 6.1263, 23.9649)
H (-3.6714, 5.0397, 23.0180)
H (-3.7282, 7.5437, 25.4260)
H (-4.8191, 9.0792, 26.9335)
H (-5.4961, 8.2614, 28.3298)
H (-6.5638, 8.8820, 27.0552)
H (-7.3171, 6.3484, 27.4480)
H (-8.3981, 4.3347, 26.8426)
H (-7.1934, 3.0348, 26.8069)
H (-7.9843, 3.5494, 25.2940)
H (-2.7014, 5.1687, 18.3134)
H (-2.9004, 3.4048, 18.4910)
H (-3.7784, 4.5384, 19.5478)
H (-4.3682, 2.2968, 17.1483)
H (-6.3338, 1.0005, 16.3010)
H (-6.0859, 1.5398, 14.6350)
H (-7.6216, 1.7709, 15.4641)
H (-7.6047, 4.2784, 15.2134)
H (-8.0501, 6.5047, 15.5153)
H (-6.5905, 7.4559, 15.5488)
H (-7.5055, 7.2780, 17.0233)
O (-8.0379, 8.3308, 24.6198)
H (-7.2626, 7.9981, 24.1119)
H (-8.1698, 7.6458, 25.2836)
O (-11.2342, 5.5247, 20.7274)
H (-10.5307, 5.8776, 20.1692)
H (-10.7623, 4.9592, 21.3700)
F (-17.7199, 8.8751, 23.5483)
C (-16.7663, 9.7260, 23.9530)
F (-16.9528, 10.9136, 23.3815)
F (-16.9080, 9.8965, 25.2817)
C (-15.3842, 9.2344, 23.6488)
C (-15.1578, 8.1314, 22.8598)
C (-13.8414, 7.7598, 22.5727)
N (-12.7971, 8.4170, 23.0764)
C (-13.0409, 9.4887, 23.8354)
C (-14.2995, 9.9457, 24.1325)
H (-15.9628, 7.5452, 22.4504)
H (-13.6176, 6.8909, 21.9693)
H (-12.1569, 9.9859, 24.1959)
H (-14.4258, 10.8515, 24.7248)

---

> Which of these has the highest relative energy (zero: lowest compared OMol25 entry of this formula, charge and spin)?

C54H54N2O4PRuS